1.
83
Properties=species:S:1:pos:R:3:lowdin_charge:R:1 method="wB97M-V/def2-TZVPD" orbital_gap_ev=7.18 total_charge=-1 lumo_energy_ev=2.14 total_energy_ev=-95850.542 homo_ha=-0.1854 spin_multiplicity=1 max_force_ev_per_a=6.68
C 4.69747 -2.87909 -1.31515 -0.144
B 3.58680 -1.94799 -2.10176 -0.425
O 3.41126 -0.59632 -1.61214 -0.029
Al 2.60145 -2.80132 -3.71801 0.242
C 3.10966 -4.73598 -4.26393 -0.262
C 2.22319 -5.80396 -3.47110 -0.803
C 2.67920 -7.32365 -3.67774 -0.216
I 2.05897 -5.43389 -1.32823 0.826
O 2.83183 -1.46187 -5.03647 -0.244
C 1.58659 -0.76463 -5.27225 -0.539
P 1.44309 0.97130 -4.53543 0.895
C 0.74331 0.96381 -2.77942 -0.348
C 3.17032 1.76944 -4.42461 -0.308
C 0.39707 -1.83206 -5.04004 -0.690
P -1.32189 -1.17582 -4.47298 0.610
O -2.36076 -2.54955 -4.30158 -0.378
I -2.23308 0.37291 -6.20189 0.298
S 0.07981 -3.01628 -6.45901 0.801
O 0.14908 -4.41360 -5.88161 -0.319
O -1.26721 -2.87604 -7.10396 -0.383
C 1.34972 -2.96650 -7.82704 -0.466
F 1.01962 -4.02421 -8.71516 0.048
F 1.30765 -1.80303 -8.61677 0.065
F 2.66044 -3.26544 -7.40079 0.073
O 0.74729 -2.61672 -3.88835 -0.244
H 5.71390 -2.34663 -1.23997 0.059
H 4.81701 -3.85473 -1.89574 0.018
H 4.32230 -3.15938 -0.27880 0.050
H 4.26737 -0.11021 -1.60789 0.087
H 2.92825 -4.92223 -5.38217 0.060
H 4.22930 -4.93150 -4.07165 0.063
H 1.16253 -5.73442 -3.90385 0.074
H 1.86456 -8.02632 -3.26832 0.063
H 2.76117 -7.57293 -4.79147 0.080
H 3.62536 -7.59936 -3.09733 0.065
H 1.51165 -0.55477 -6.40446 0.098
H -0.29702 1.44952 -2.84706 0.008
H 1.33971 1.60115 -2.04168 0.039
H 0.55204 -0.09487 -2.37760 0.039
H 3.52451 1.87267 -3.33559 0.031
H 3.14929 2.83967 -4.83888 0.029
H 3.90121 1.13175 -5.01576 0.039
H -3.28113 -2.22010 -4.18423 0.045
C -2.24102 2.57582 -0.75760 -0.112
C -2.71698 3.14543 0.57214 -0.273
C -2.00763 4.44163 0.96365 -0.232
C -0.49609 4.32054 1.17923 -0.228
C -0.06660 3.30008 2.23388 -0.267
C -0.57259 3.62940 3.63218 -0.117
H -1.18346 2.30481 -0.72616 0.052
H -2.80474 1.67313 -1.00509 0.075
H -2.38842 3.29757 -1.56618 0.080
H -2.59959 2.39076 1.35627 0.097
H -3.79121 3.34640 0.49909 0.102
H -2.47427 4.83655 1.87275 0.097
H -2.18566 5.19292 0.18575 0.108
H -0.10760 5.30620 1.46032 0.107
H -0.01227 4.06828 0.22965 0.101
H 1.02767 3.26952 2.25950 0.106
H -0.39294 2.29578 1.95135 0.102
H -0.21902 4.61313 3.95335 0.075
H -0.20712 2.88914 4.34888 0.061
H -1.66418 3.62274 3.67896 0.060
C -3.56793 0.64714 5.60956 -0.110
C -4.04478 1.21679 6.93933 -0.273
C -3.33467 2.51208 7.33227 -0.229
C -1.82375 2.38975 7.54983 -0.229
C -1.39501 1.36917 8.60496 -0.271
C -1.90159 1.69852 10.00319 -0.117
H -2.51032 0.37513 5.64166 0.068
H -4.13224 -0.25479 5.36052 0.070
H -3.71376 1.36951 4.80139 0.072
H -3.92908 0.46180 7.72328 0.098
H -5.11852 1.41880 6.86498 0.103
H -3.80201 2.90708 8.24072 0.099
H -3.51103 3.26371 6.55440 0.107
H -1.43515 3.37498 7.83140 0.110
H -1.33927 2.13744 6.60064 0.089
H -0.30069 1.33855 8.63123 0.105
H -1.72148 0.36475 8.32227 0.099
H -1.54817 2.68208 10.32439 0.074
H -1.53680 0.95864 10.72042 0.068
H -2.99292 1.69217 10.04952 0.064

***

2.
83
Properties=species:S:1:pos:R:3:lowdin_charge:R:1 method="wB97M-V/def2-TZVPD" orbital_gap_ev=5.69 total_charge=-1 lumo_energy_ev=1.90 total_energy_ev=-94397.497 homo_ha=-0.1394 spin_multiplicity=1 max_force_ev_per_a=4.22 de_lowest_ev=4.757
C -0.63138 0.39725 -1.63970 -0.067
C -0.11367 -0.95165 -1.15507 -0.856
O 0.47978 -1.00865 -0.06183 -0.111
O -0.23983 -1.95791 -1.84641 -0.096
H -1.69712 0.40336 -1.86830 0.051
H -0.11756 0.86896 -2.47730 0.047
H -0.48299 1.17912 -0.89487 0.044
C 7.65633 -3.69333 -2.10868 -0.006
C 6.31532 -3.09309 -2.46450 -0.596
O 5.29404 -3.31910 -1.87661 0.081
N 6.36053 -2.51536 -3.65332 -0.009
C 5.21498 -1.91206 -4.25406 -0.085
H 8.33327 -3.62834 -2.96052 0.063
H 7.55955 -4.75198 -1.86788 0.083
H 8.15729 -3.16472 -1.29769 0.078
H 7.16271 -2.36482 -4.24826 0.136
H 5.44822 -0.95788 -4.72654 0.076
H 4.28781 -1.74241 -3.70664 0.099
H 4.95404 -2.51734 -5.12219 0.080
C 1.11169 3.79003 7.66720 -0.008
C 1.02906 2.35177 7.30310 -0.657
O 0.07708 1.73961 7.66877 0.058
N 1.90333 1.92316 6.42969 0.023
C 1.88939 0.51219 5.91467 -0.033
H 0.29662 4.26055 7.11733 0.087
H 1.99254 4.23439 7.20379 0.069
H 0.98104 4.05005 8.71764 0.087
H 2.47460 2.59723 5.94041 0.132
H 2.57713 -0.00092 6.58684 0.078
H 2.29826 0.20625 4.95169 0.079
H 0.88076 0.10194 5.86484 0.084
C -4.20578 -5.98024 4.04815 -0.022
C -3.86657 -5.14817 2.83670 -0.585
O -2.67292 -4.87636 2.64035 0.034
N -4.85742 -4.70392 2.10150 0.000
C -4.69912 -3.94851 0.84932 -0.042
H -3.31905 -6.53273 4.35892 0.081
H -4.90683 -6.78338 3.82103 0.067
H -4.65958 -5.47537 4.90096 0.078
H -5.74803 -5.04284 2.43622 0.130
H -5.68576 -3.93051 0.38635 0.076
H -4.01239 -4.43775 0.15855 0.091
H -4.36115 -2.93097 1.04550 0.090
C -1.11558 -1.42475 -6.93861 -0.014
C -2.21235 -2.45160 -6.96672 -0.529
O -2.77747 -2.66836 -8.07274 -0.022
N -2.49373 -3.13520 -5.83532 0.022
C -3.35506 -4.31911 -5.77156 -0.073
H -0.34622 -1.71421 -6.22279 0.077
H -1.46138 -0.48170 -6.51530 0.083
H -0.64721 -1.24728 -7.90672 0.081
H -1.94454 -2.89356 -5.02285 0.139
H -2.85543 -5.25723 -6.01319 0.076
H -4.22511 -4.29454 -6.42769 0.077
H -3.74286 -4.48877 -4.76711 0.077
C -5.46185 4.13344 6.17264 -0.017
C -4.90048 3.44855 4.95798 -0.547
O -5.33341 3.71790 3.84441 0.030
N -3.89372 2.54344 5.16105 -0.013
C -3.27454 1.84203 4.10520 -0.091
H -6.50531 4.39679 5.99960 0.078
H -4.89940 5.05532 6.32057 0.082
H -5.51961 3.53702 7.08316 0.072
H -3.45341 2.34138 6.04728 0.139
H -3.71923 1.97781 3.11934 0.090
H -3.21635 0.80004 4.41982 0.091
H -2.29576 2.29454 3.94607 0.085
Cl 1.24457 8.10579 -6.58278 0.495
C 0.45039 6.59823 -5.96220 -0.613
C 1.04868 5.35169 -6.59361 -0.720
Cl 0.51664 4.99422 -8.19754 0.577
H -0.62454 6.75119 -6.05828 0.068
H 0.72020 6.68375 -4.90959 0.062
H 0.85044 4.42299 -6.05853 0.072
H 2.12050 5.54674 -6.62894 0.059
Cl 6.29581 1.54364 0.07245 0.507
C 4.55968 1.55541 0.48133 -0.638
C 4.06196 3.01605 0.61529 -0.587
Cl 3.80093 3.86522 -1.02915 0.443
H 4.40631 1.03138 1.42471 0.073
H 4.00864 1.05275 -0.31353 0.074
H 4.66445 3.64903 1.26678 0.060
H 3.06715 2.87457 1.03771 0.064

***

3.
77
Properties=species:S:1:pos:R:3:lowdin_charge:R:1 method="wB97M-V/def2-TZVPD" orbital_gap_ev=8.69 lumo_energy_ev=0.08 total_energy_ev=-62368.220 smiles="O=S(=O)(O)CCCC[PH3]CCCC(F)(F)C(F)(F)F.CCCCCC.CCCCCC" homo_ha=-0.3166 spin_multiplicity=1 max_force_ev_per_a=6.43
O -0.22383 0.43946 -1.20648 -0.376
S 0.55944 0.63668 -2.56267 0.796
O 1.54666 1.82335 -2.44359 -0.378
O 1.52872 -0.78370 -2.82194 -0.234
C -0.59806 0.75407 -4.05497 -0.237
C -1.27156 2.27463 -4.22063 -0.197
C -2.82788 2.26761 -3.69202 -0.278
C -3.93012 2.70748 -4.85684 -0.415
P -5.69902 2.37354 -4.11134 0.746
C -7.37366 1.89328 -3.33052 -0.413
C -7.31745 1.49622 -1.74193 -0.242
C -7.54654 -0.09263 -1.41017 -0.104
C -6.77477 -1.13327 -2.41479 -0.163
F -5.43443 -0.64600 -2.88337 -0.015
F -6.47249 -2.35926 -1.58495 -0.029
C -7.70498 -1.68183 -3.66998 -0.168
F -7.77554 -3.16472 -3.69628 0.037
F -7.05059 -1.21695 -4.91856 0.011
F -9.09734 -1.17205 -3.65873 0.027
H 1.59185 -0.95278 -3.81034 0.091
H -0.03874 0.49697 -5.06602 0.118
H -1.40561 -0.08711 -3.90653 0.118
H -1.14067 2.70350 -5.30151 0.121
H -0.66289 2.95374 -3.45370 0.118
H -2.98419 3.05973 -2.81267 0.122
H -3.03119 1.20292 -3.23996 0.095
H -3.72295 2.08117 -5.82680 0.077
H -3.88310 3.87427 -5.10199 0.083
H -5.86670 1.31284 -5.11107 0.014
H -5.02484 2.01173 -2.89114 -0.009
H -6.14695 3.72368 -4.45416 0.015
H -8.07218 2.85690 -3.41974 0.083
H -7.88854 1.08026 -4.02170 0.074
H -8.22210 2.07606 -1.22224 0.120
H -6.35338 1.83627 -1.17290 0.104
H -8.70947 -0.32520 -1.27424 0.145
H -7.08140 -0.27426 -0.32579 0.143
C 6.27685 -3.40188 -0.96786 -0.119
C 6.46074 -1.94311 -0.57927 -0.275
C 6.06688 -1.64912 0.87033 -0.227
C 4.59371 -1.89922 1.21345 -0.222
C 3.58297 -1.12223 0.36622 -0.264
C 3.70324 0.38654 0.51976 -0.093
H 5.22860 -3.70737 -0.90684 0.066
H 6.60872 -3.56106 -1.99885 0.068
H 6.86642 -4.05581 -0.31805 0.075
H 5.89634 -1.30549 -1.26727 0.099
H 7.51719 -1.67857 -0.71198 0.104
H 6.32236 -0.60776 1.09855 0.101
H 6.68536 -2.26232 1.53768 0.108
H 4.43834 -1.64822 2.27042 0.090
H 4.37563 -2.96948 1.12491 0.102
H 2.57396 -1.42115 0.67185 0.109
H 3.67730 -1.39452 -0.68980 0.092
H 3.56870 0.68455 1.56409 0.061
H 2.93388 0.88728 -0.07685 0.060
H 4.67608 0.75090 0.17827 0.071
C 2.36296 2.06845 4.96604 -0.113
C 3.55503 1.12623 5.02958 -0.271
C 3.18823 -0.33295 4.74821 -0.235
C 2.21180 -0.96786 5.74519 -0.225
C 2.66556 -0.95149 7.20702 -0.275
C 3.94186 -1.74313 7.44951 -0.117
H 1.61614 1.82731 5.72761 0.066
H 2.68908 3.09943 5.13673 0.070
H 1.88266 2.02392 3.98380 0.076
H 4.04446 1.21788 6.00452 0.099
H 4.29271 1.44824 4.28405 0.103
H 4.10991 -0.92548 4.71333 0.097
H 2.74988 -0.40175 3.74471 0.098
H 2.03446 -2.00700 5.44012 0.110
H 1.24058 -0.46532 5.67428 0.101
H 1.86821 -1.38521 7.82102 0.104
H 2.79726 0.07738 7.55671 0.098
H 3.81722 -2.78713 7.14604 0.075
H 4.19647 -1.72829 8.51419 0.069
H 4.78876 -1.32180 6.90084 0.066